Entry 1:
A molecular structure, C34H25AsBr4HgNOSSe, computed with ωB97M-V with the def2-TZVPD basis set.

Last column: Mulliken charge in e.
Positions of all 69 atoms, in Å:
Hg (0.6906, 1.1668, 1.6365)  1.606
Br (0.6004, -0.6410, 3.7722)  -0.816
C (1.7862, 2.5310, 2.9284)  -1.007
Br (2.6542, 4.1592, 2.2822)  -0.259
H (2.5975, 1.8878, 3.2441)  0.365
H (1.1688, 2.8170, 3.7716)  0.457
Br (-0.6561, 1.7993, -3.6290)  -0.221
C (-1.8939, 1.3906, -2.2526)  -0.204
C (-3.2482, 1.3047, -2.5703)  -0.211
C (-4.1811, 0.9997, -1.6154)  -0.137
Br (-6.0191, 0.8670, -2.1330)  -0.331
C (-3.7979, 0.7997, -0.2705)  1.115
C (-4.6804, 0.5156, 0.7962)  -0.927
C (-4.1943, 0.3749, 2.0642)  -0.881
C (-2.8183, 0.5437, 2.2977)  -0.861
N (-1.9817, 0.7978, 1.3225)  0.564
C (-2.4209, 0.9004, 0.0510)  -0.658
C (-1.3784, 1.1533, -0.9594)  0.757
O (-0.1557, 1.1025, -0.6818)  -0.783
H (-3.5604, 1.4705, -3.5926)  0.443
H (-5.7396, 0.4221, 0.5947)  0.300
H (-4.8557, 0.1597, 2.8938)  0.401
H (-2.3857, 0.4639, 3.2880)  0.465
S (2.9223, 0.3468, 0.2219)  -0.415
C (3.3943, -1.3170, 0.4689)  0.578
C (4.7465, -1.6579, 0.6956)  -0.593
C (5.1613, -2.9717, 0.8070)  -0.404
C (4.2384, -4.0144, 0.6952)  -0.776
C (2.9062, -3.7002, 0.4714)  -0.267
C (2.4804, -2.3766, 0.3597)  -0.446
As (0.6240, -1.8540, 0.0258)  0.813
C (-0.2466, -3.6076, 0.3426)  -0.499
C (-0.4969, -4.5805, -0.6243)  0.036
C (-1.1169, -5.7797, -0.2871)  -0.604
C (-1.4926, -6.0268, 1.0264)  -0.371
C (-1.2504, -5.0626, 1.9976)  -0.614
C (-0.6405, -3.8623, 1.6567)  -0.270
C (0.6595, -1.8954, -1.9327)  0.186
C (-0.5526, -1.8054, -2.6177)  -0.076
C (-0.5853, -1.7453, -4.0033)  -0.710
C (0.6027, -1.7549, -4.7258)  -0.449
C (1.8139, -1.8201, -4.0517)  -0.603
C (1.8433, -1.8883, -2.6627)  -0.348
H (5.4570, -0.8449, 0.7811)  0.366
H (6.2100, -3.1895, 0.9854)  0.317
H (4.5483, -5.0499, 0.7817)  0.365
H (2.1909, -4.5088, 0.3764)  0.307
H (-0.2019, -4.4074, -1.6526)  0.334
H (-1.3010, -6.5239, -1.0544)  0.372
H (-1.9705, -6.9634, 1.2910)  0.329
H (-1.5421, -5.2413, 3.0263)  0.390
H (-0.4646, -3.1088, 2.4172)  0.273
H (-1.4816, -1.7711, -2.0589)  0.502
H (-1.5355, -1.6657, -4.5180)  0.359
H (0.5827, -1.6882, -5.8078)  0.314
H (2.7450, -1.8020, -4.6078)  0.351
H (2.7910, -1.9230, -2.1389)  0.275
Se (-1.2157, 3.7784, 1.3248)  -0.025
C (-0.3446, 5.4314, 1.0988)  -0.044
C (-0.2940, 6.3718, 2.1320)  -0.286
C (0.3543, 7.5832, 1.9468)  -0.466
C (0.9644, 7.8674, 0.7298)  -0.353
C (0.9171, 6.9387, -0.3033)  -0.537
C (0.2659, 5.7281, -0.1232)  -0.275
H (-0.7488, 6.1290, 3.0834)  0.334
H (0.4003, 8.3006, 2.7581)  0.328
H (1.4839, 8.8084, 0.5903)  0.343
H (1.4034, 7.1510, -1.2479)  0.347
H (0.2445, 4.9873, -0.9127)  0.436

**M**: 1169.73 g mol⁻¹
**Total charge**: -2
**Spin multiplicity**: 2
**LUMO (alpha / beta)**: 3.861 / 2.743 eV
**Frontier orbital gap (alpha / beta)**: 5.66 / 4.51 eV
**HOMO (alpha / beta)**: -1.80 / -1.76 eV

***

Entry 2:
A molecular structure, C6H6 at a distorted geometry, computed with ωB97M-V with the def2-TZVPD basis set.

Last column: Mulliken charge in e.
Positions of all 12 atoms, in Å:
C (1.3225, -1.7287, 1.4205)  -0.459
C (1.8176, -0.4186, 1.7141)  -0.436
C (0.6273, -0.9806, 0.4497)  -0.086
C (0.5229, 0.0468, 1.4040)  0.944
C (0.8166, -0.9163, -2.1911)  -0.820
C (-0.5380, 0.8520, 2.0127)  -1.021
H (1.1997, 0.0827, -2.2256)  0.314
H (-0.2261, -1.0860, -2.3468)  0.320
H (1.5027, -1.7320, -2.2492)  0.325
H (-0.2228, 1.2302, 2.9841)  0.313
H (-1.4478, 0.2609, 2.1253)  0.324
H (-0.7654, 1.6948, 1.3568)  0.281

**M**: 78.11 g mol⁻¹
**LUMO (alpha / beta)**: -0.163 / -1.120 eV
**Frontier orbital gap (alpha / beta)**: 8.58 / 7.21 eV
**HOMO (alpha / beta)**: -8.74 / -8.33 eV

***

Entry 3:
2 unconnected molecules or ions with the total composition C4H14NO at a distorted geometry, computed with ωB97M-V with the def2-TZVPD basis set.

Last column: Mulliken charge in e.
Positions of all 20 atoms, in Å:
C (0.5556, -0.4468, -0.8645)  -0.960
C (0.6436, -0.9678, 0.6035)  1.014
C (-0.5773, -0.6475, 1.4641)  -1.561
C (1.1678, -2.3942, 0.5908)  -1.435
N (-0.5550, 0.5555, -1.0402)  -0.332
H (1.4646, -0.0727, -1.3424)  0.301
H (0.2961, -1.2755, -1.5215)  0.457
H (1.3385, -0.2496, 1.0843)  0.213
H (-0.5473, 0.4174, 1.7212)  0.354
H (-1.4885, -0.9709, 0.9252)  0.287
H (-0.6565, -1.1123, 2.4402)  0.390
H (1.7875, -2.4745, -0.2919)  0.398
H (0.2646, -3.0246, 0.5283)  0.369
H (1.5716, -2.6399, 1.5685)  0.387
H (-1.5068, 0.3825, -0.7223)  0.326
H (-0.3373, 1.3946, -0.4627)  0.457
H (-0.4889, 1.0824, -1.9068)  0.366
H (-0.9997, 3.6224, 0.2176)  0.305
H (-1.1362, 3.7436, -1.2084)  0.292
O (-0.8095, 3.1047, -0.5574)  -0.629

**M**: 92.16 g mol⁻¹
**Total charge**: +1
**LUMO**: -3.300 eV
**Frontier orbital gap**: 11.63 eV
**HOMO**: -14.93 eV

***

Entry 4:
A single CClNO4 molecule at a distorted geometry, computed with ωB97M-V with the def2-TZVPD basis set.

Last column: Mulliken charge in e.
Positions of all 7 atoms, in Å:
C (0.5745, 0.5189, -0.7607)  0.635
N (-0.8224, -0.4285, 0.8743)  1.158
O (0.2518, 0.6684, 0.4951)  -0.350
O (-0.1182, 0.5944, -1.7076)  -0.376
O (-1.2911, -0.3146, 1.9001)  -0.468
O (-0.8622, -1.2072, 0.0069)  -0.461
Cl (2.2676, 0.1686, -0.8081)  -0.137

**SMILES**: O=C(Cl)O[N+](=O)[O-]
**M**: 125.47 g mol⁻¹
**LUMO**: -0.669 eV
**Frontier orbital gap**: 10.85 eV
**HOMO**: -11.52 eV

***

Entry 5:
5 unconnected molecules or ions with the total composition C20H25N5 at a distorted geometry, computed with ωB97M-V with the def2-TZVPD basis set.

Last column: Mulliken charge in e.
Positions of all 50 atoms, in Å:
N (1.7789, 4.7538, -0.9545)  0.052
C (1.2158, 4.5194, 0.2601)  -0.314
C (-0.0299, 3.9656, 0.0647)  -0.192
C (-0.1277, 3.8299, -1.4226)  -0.039
C (0.9216, 4.3536, -1.9916)  -0.614
H (2.6036, 5.1047, -1.0414)  0.005
H (1.5821, 4.9224, 1.3124)  0.263
H (-0.7351, 3.8381, 0.9923)  0.246
H (-1.0881, 3.5904, -1.9454)  0.299
H (1.0918, 4.3834, -3.1327)  0.310
N (-0.5675, -0.0488, 2.9742)  0.249
C (0.5992, 0.0704, 3.5644)  -0.443
C (0.3487, -0.0151, 4.8734)  -0.577
C (-1.1785, -0.1839, 5.0521)  -0.552
C (-1.6447, -0.2299, 3.7974)  -0.383
H (-0.7611, -0.0140, 1.9340)  0.142
H (1.5547, 0.2669, 3.0472)  0.396
H (1.0361, -0.0864, 5.6668)  0.435
H (-1.6503, -0.3875, 6.0565)  0.311
H (-2.5723, -0.5199, 3.4534)  0.388
N (-1.5789, -1.1679, 0.2403)  0.078
C (-2.4275, -0.0725, 0.3490)  -0.909
C (-1.8592, 0.9417, -0.3856)  0.017
C (-0.7800, 0.2985, -1.1361)  -0.025
C (-0.6113, -1.0249, -0.6765)  -0.193
H (-1.7157, -1.9802, 0.8261)  0.513
H (-3.3410, 0.0247, 1.0966)  0.251
H (-2.3395, 2.0364, -0.5806)  0.160
H (0.1106, 0.5858, -1.9720)  -0.074
H (0.0997, -1.9061, -0.7380)  0.267
N (-0.9010, -3.8334, 2.2354)  -0.010
C (-0.3561, -4.0057, 1.0652)  -1.017
C (-1.3908, -4.3394, 0.1929)  -0.281
C (-2.7113, -4.0972, 0.9939)  -0.426
C (-2.3312, -3.7159, 2.2963)  -0.873
H (-0.5365, -3.5538, 3.1585)  0.243
H (0.5185, -3.9459, 0.9474)  0.856
H (-1.4530, -4.5113, -0.8816)  0.366
H (-3.6135, -4.1467, 0.5914)  0.543
H (-2.9002, -3.6400, 3.1218)  0.517
N (2.2587, -0.4115, -5.2186)  -0.109
C (1.7123, 0.5683, -4.3385)  -0.340
C (2.6328, 0.9072, -3.4033)  -0.639
C (3.7560, -0.0981, -3.6385)  -0.628
C (3.4767, -0.8377, -4.6855)  -0.333
H (1.9103, -1.0263, -5.9316)  0.217
H (0.5720, 0.8775, -4.7088)  0.262
H (2.6190, 1.5993, -2.8538)  0.980
H (4.8092, -0.1169, -3.1750)  0.249
H (3.9936, -1.5209, -5.3518)  0.355

**SMILES**: c1cc[nH]c1.c1cc[nH]c1.c1cc[nH]c1.c1cc[nH]c1.c1cc[nH]c1
**M**: 335.45 g mol⁻¹
**LUMO**: 0.832 eV
**Frontier orbital gap**: 9.04 eV
**HOMO**: -8.21 eV

***

Entry 6:
A molecular structure, C7H13N at a distorted geometry, computed with ωB97M-V with the def2-TZVPD basis set.

Last column: Mulliken charge in e.
Positions of all 21 atoms, in Å:
C (-2.2082, -0.4858, 0.7346)  -0.911
C (-1.2539, -0.6762, -0.4265)  -0.736
C (0.0120, 0.2370, -0.5882)  1.346
C (1.0914, -0.5314, -1.1252)  -1.006
C (1.7708, -0.8398, 0.2178)  -0.495
C (0.6292, 1.1362, 0.5208)  -0.268
C (-0.4079, 1.7906, -0.4407)  -0.870
H (-3.2499, -1.2028, 0.5410)  0.281
H (-2.3520, 1.0250, 1.0027)  0.200
H (-1.5791, -1.0024, 1.8014)  0.200
H (-0.8332, -1.8241, -0.3522)  0.370
H (-1.8643, -0.4160, -1.3924)  0.246
H (0.3888, -1.4625, -1.5078)  0.279
H (1.9658, -0.2409, -1.7802)  0.304
H (1.7792, -1.8969, 0.5566)  0.290
H (2.9072, -0.4807, 0.2485)  0.318
H (1.8171, 0.4359, 2.0081)  0.266
H (1.5190, 1.6670, 0.0369)  0.192
H (-1.5339, 2.1299, -0.4534)  0.170
H (0.2295, 2.5046, -0.9486)  0.289
N (1.1724, 0.1332, 1.3468)  -0.464

**M**: 111.19 g mol⁻¹
**LUMO**: 0.900 eV
**Frontier orbital gap**: 9.14 eV
**HOMO**: -8.24 eV

***

Entry 7:
A gas-phase ion, C4H4NO (charge +1) at a distorted geometry, computed with ωB97M-V with the def2-TZVPD basis set.

Last column: Mulliken charge in e.
Positions of all 10 atoms, in Å:
C (1.1591, -0.2882, 0.1467)  -0.033
C (-1.1399, 0.6546, -0.1097)  -0.113
C (0.9908, -0.4744, -1.1442)  0.061
C (0.9709, -0.7772, 1.5206)  0.150
N (-0.0327, 0.2798, -0.5362)  -0.013
O (-0.2413, -0.7207, 1.7323)  -0.396
H (-1.8189, 0.9971, -0.8830)  0.305
H (-1.3906, 1.2464, 0.7858)  0.265
H (1.3014, -0.6213, -2.1282)  0.405
H (1.8191, -1.2364, 2.0125)  0.370

**SMILES**: C=[N+]1C=C1C=O
**M**: 82.08 g mol⁻¹
**Total charge**: +1
**LUMO**: -6.157 eV
**Frontier orbital gap**: 9.59 eV
**HOMO**: -15.75 eV

***

Entry 8:
2 unconnected molecules or ions with the total composition C4H12O3 at a distorted geometry, computed with ωB97M-V with the def2-TZVPD basis set.

Last column: Mulliken charge in e.
Positions of all 19 atoms, in Å:
C (0.2432, -0.3040, -0.3695)  -0.415
O (-0.7504, -1.1332, -0.9728)  -0.487
C (-0.1836, 0.0209, 1.0715)  -0.573
C (0.9381, 0.5178, 1.9697)  0.262
C (1.5272, 1.8363, 1.4861)  -1.415
O (0.4437, 0.6850, 3.2933)  -0.553
H (1.2101, -0.8290, -0.3434)  0.266
H (0.4021, 0.6313, -0.9281)  0.312
H (-0.6858, -1.0055, -1.9252)  0.273
H (-0.9329, 0.8098, 0.9975)  0.189
H (-0.7414, -0.8589, 1.4184)  0.341
H (1.7339, -0.2176, 2.0357)  0.311
H (2.1517, 2.2252, 2.2940)  0.403
H (2.1359, 1.7623, 0.5791)  0.374
H (0.7543, 2.5896, 1.3368)  0.360
H (0.0500, 1.5652, 3.3345)  0.349
H (-2.3187, -1.2821, -5.9049)  0.319
H (-1.2112, -0.8767, -4.9174)  0.313
O (-1.7717, -1.6104, -5.1794)  -0.629

**SMILES**: C[C@@H](O)CCO.O
**M**: 108.14 g mol⁻¹
**LUMO**: 0.458 eV
**Frontier orbital gap**: 10.70 eV
**HOMO**: -10.24 eV

***

What did the third record say?
2 unconnected molecules or ions with the total composition C4H14NO at a distorted geometry, computed with ωB97M-V with the def2-TZVPD basis set.

Last column: Mulliken charge in e.
Positions of all 20 atoms, in Å:
C (0.5556, -0.4468, -0.8645)  -0.960
C (0.6436, -0.9678, 0.6035)  1.014
C (-0.5773, -0.6475, 1.4641)  -1.561
C (1.1678, -2.3942, 0.5908)  -1.435
N (-0.5550, 0.5555, -1.0402)  -0.332
H (1.4646, -0.0727, -1.3424)  0.301
H (0.2961, -1.2755, -1.5215)  0.457
H (1.3385, -0.2496, 1.0843)  0.213
H (-0.5473, 0.4174, 1.7212)  0.354
H (-1.4885, -0.9709, 0.9252)  0.287
H (-0.6565, -1.1123, 2.4402)  0.390
H (1.7875, -2.4745, -0.2919)  0.398
H (0.2646, -3.0246, 0.5283)  0.369
H (1.5716, -2.6399, 1.5685)  0.387
H (-1.5068, 0.3825, -0.7223)  0.326
H (-0.3373, 1.3946, -0.4627)  0.457
H (-0.4889, 1.0824, -1.9068)  0.366
H (-0.9997, 3.6224, 0.2176)  0.305
H (-1.1362, 3.7436, -1.2084)  0.292
O (-0.8095, 3.1047, -0.5574)  -0.629

**M**: 92.16 g mol⁻¹
**Total charge**: +1
**LUMO**: -3.300 eV
**Frontier orbital gap**: 11.63 eV
**HOMO**: -14.93 eV

***

Question: Which of these has the highest M?
Answer: C34H25AsBr4HgNOSSe